(1)
A structure of composition C23H40CsGeN6O6PS2. Source: OMol25; level of theory: ωB97M-V/def2-TZVPD.

The geometry in XYZ format:
```
80
Properties=species:S:1:pos:R:3:forces:R:3
Cs -0.39059 -2.55908 -0.92920 0.06 -0.02 0.20
N -1.54596 1.07589 1.12377 0.04 -0.05 -0.01
N -2.71185 1.63940 0.58843 0.04 -0.02 0.04
C -3.23473 1.14198 -0.56210 -0.10 0.09 -0.03
N -4.10450 1.95535 -1.18618 0.09 -0.02 0.04
N -2.86968 -0.09016 -0.89695 0.07 -0.15 -0.06
N -3.28359 -0.58806 -2.08963 0.06 0.01 0.18
O -2.71366 -1.61805 -2.42839 -0.25 0.06 -0.23
O -4.16767 -0.07563 -2.77464 -0.02 -0.03 -0.06
H -1.62477 1.07321 2.13103 -0.02 0.01 0.00
H -0.74461 1.63022 0.81947 -0.01 0.03 0.02
H -2.79515 2.64537 0.66479 -0.01 0.02 -0.02
H -3.94778 2.95077 -1.08884 -0.04 0.01 0.00
H -4.43425 1.62616 -2.08040 0.00 -0.03 -0.01
C -4.49943 -8.16452 -1.38158 -0.01 -0.01 0.00
C -3.32250 -7.87044 -0.47903 0.00 0.00 -0.01
O -3.25693 -6.46042 -0.28788 0.02 -0.02 0.05
P -2.06694 -5.87226 0.65821 -0.05 0.16 -0.06
S -2.30226 -6.50148 2.49922 -0.01 -0.03 0.00
S -0.33586 -6.06523 -0.26438 0.10 0.01 -0.01
O -2.46345 -4.30017 0.51042 0.03 0.05 0.00
C -3.67325 -3.78967 1.08844 -0.03 0.00 -0.07
C -3.33961 -2.83221 2.21091 0.02 0.02 -0.01
H -4.58053 -9.23914 -1.55748 0.00 0.00 0.00
H -4.38002 -7.66296 -2.34253 0.00 0.00 0.00
H -5.42729 -7.81698 -0.92557 0.00 0.00 0.00
H -2.38557 -8.21211 -0.92965 -0.01 0.00 0.00
H -3.43302 -8.36077 0.49230 -0.01 0.01 0.00
H -4.29038 -4.61556 1.44373 0.02 0.00 0.03
H -4.20449 -3.27878 0.28203 -0.03 -0.02 0.01
H -2.78316 -3.35568 2.98812 0.00 0.00 0.00
H -4.25646 -2.42593 2.64434 0.00 0.00 0.00
H -2.74390 -1.99620 1.83579 0.00 0.00 0.01
O 1.50962 -0.20408 -1.29690 0.00 0.00 -0.01
C 1.05598 0.89898 -0.93884 0.00 0.05 0.09
O 1.44896 1.41744 0.24587 -0.10 0.02 -0.05
C 0.10485 1.68873 -1.66575 -0.01 0.00 -0.03
C -0.29586 1.26247 -2.95795 -0.01 0.08 -0.11
C -1.21814 1.97291 -3.65755 0.00 -0.08 0.04
C -1.81252 3.13478 -3.05467 -0.02 0.03 -0.01
C -2.83730 3.86658 -3.65468 0.02 -0.01 0.02
C -3.45303 4.92783 -3.00223 0.00 0.00 0.01
C -3.01872 5.28152 -1.72221 0.00 0.01 0.00
C -1.99368 4.58794 -1.10686 0.04 -0.02 -0.02
C -1.35825 3.48740 -1.74437 -0.08 0.01 -0.01
N -0.42423 2.79727 -1.06905 0.06 -0.03 0.03
H 0.15499 0.37226 -3.37706 0.02 -0.01 0.04
H -1.54004 1.65653 -4.64248 -0.01 0.02 0.00
H -3.17019 3.57148 -4.64442 0.00 0.00 0.00
H -4.25383 5.47696 -3.48012 0.00 0.00 0.00
H -3.48258 6.11473 -1.20637 -0.01 0.00 -0.01
H -1.63385 4.87149 -0.12386 0.00 0.00 0.00
C 4.74325 3.19129 4.62169 0.01 0.02 0.00
C 4.25144 1.77898 4.91464 0.01 -0.03 0.01
C 4.01639 0.94062 3.65754 -0.01 0.00 0.01
C 2.90503 1.47843 2.75715 -0.06 0.01 -0.02
Ge 2.54627 0.33987 1.20815 0.15 -0.15 -0.01
C 4.18998 -0.03098 0.22337 -0.06 0.00 0.09
C 4.70696 1.22464 -0.47440 0.00 0.02 0.00
C 5.99070 0.98998 -1.26250 0.01 -0.01 0.00
C 6.49220 2.25455 -1.94831 0.00 0.01 0.00
H 4.95464 3.73566 5.54333 0.00 0.00 0.00
H 4.00568 3.76778 4.06224 0.00 -0.01 0.00
H 5.66215 3.16768 4.03039 0.00 0.00 0.00
H 3.32092 1.82549 5.48910 0.00 0.00 0.00
H 4.98030 1.26759 5.55011 0.00 0.01 0.00
H 3.78216 -0.08519 3.96070 0.00 0.00 0.00
H 4.95350 0.88147 3.09215 0.00 0.01 0.00
H 3.15094 2.47264 2.37713 0.00 -0.01 -0.02
H 1.97454 1.58331 3.32297 0.01 0.01 0.02
H 1.75238 -0.91405 1.62145 0.03 -0.02 -0.01
H 3.97792 -0.81643 -0.50134 0.00 0.00 -0.01
H 4.93108 -0.41666 0.93140 0.03 0.01 -0.03
H 4.88327 2.01930 0.26143 0.00 0.00 0.00
H 3.93635 1.60730 -1.15089 0.00 -0.01 0.00
H 5.81135 0.20829 -2.00657 0.00 0.00 0.00
H 6.76101 0.60099 -0.58840 0.00 0.00 0.00
H 5.74262 2.64436 -2.64003 0.00 -0.01 0.00
H 7.40800 2.07506 -2.51376 0.00 -0.01 0.00
H 6.70063 3.03798 -1.21582 0.00 0.00 0.00
```
Positions in Å, forces in eV/Å.

Summary:
- ΔE to the lowest compared entry with this formula, charge and spin: 9.5 kJ/mol
- Net charge: -1
- Expectation value of S²: 0.77
- Frontier orbital gap (alpha / beta): 4.99 / 6.82 eV
- E_HOMO (alpha / beta): -2.98 / -4.81 eV
- Multiplicity: 2

***

(2)
A structure of composition C6H8N. Source: OMol25; level of theory: ωB97M-V/def2-TZVPD.

The geometry in XYZ format:
```
15
Properties=species:S:1:pos:R:3:forces:R:3
C -0.11148 -2.73503 -1.79797 1.73 1.90 0.98
C -0.28568 1.40114 1.74586 0.08 0.00 -0.74
C -0.70468 0.14466 1.54140 -0.63 0.35 1.15
C 0.12346 1.78470 0.35790 -0.73 -1.87 -1.28
C -0.49401 0.31195 0.11516 1.13 -0.49 -2.94
C 0.97283 -0.77750 -0.76547 -2.94 5.86 -2.11
N 0.49026 -1.86431 -1.31839 -2.92 -4.02 -2.30
H -0.46352 -3.58333 -2.33950 -0.20 -0.24 -0.04
H -0.46056 2.10023 2.48458 -0.17 1.01 1.99
H -1.34660 -0.46074 2.21977 0.89 0.07 -0.93
H -0.51699 2.56240 -0.12556 0.73 -0.44 0.45
H 1.18817 1.86407 0.07000 -0.58 0.18 0.42
H -1.34972 0.20429 -0.61962 1.10 -0.05 0.81
H 1.34583 -0.00521 -1.52935 -0.57 -1.40 1.02
H 1.61269 -0.94731 -0.03882 3.09 -0.85 3.52
```
Positions in Å, forces in eV/Å.

Summary:
- ΔE to the lowest compared entry with this formula, charge and spin: 590.2 kJ/mol
- Net charge: +1
- Frontier orbital gap: 8.65 eV
- E_HOMO: -13.27 eV

***

(3)
A structure of composition C21H34Cl2NPSSc. Source: OMol25; level of theory: ωB97M-V/def2-TZVPD.

The geometry in XYZ format:
```
61
Properties=species:S:1:pos:R:3:forces:R:3
Sc 0.20642 -0.04616 -1.38522 -0.14 -0.14 0.47
Cl 0.83875 1.98805 -2.26276 0.93 1.06 -0.49
Cl -1.28045 -1.36257 -2.65918 -0.88 -0.90 0.63
H -0.96364 1.12074 -0.54084 -0.54 -0.01 0.18
H 2.09672 -0.81605 -1.29624 -0.49 0.05 0.27
P 0.02564 -0.11924 -5.07437 0.46 0.55 -0.83
C 1.66940 -0.65308 -5.80593 -0.33 0.10 0.20
C -1.14671 -0.92269 -6.29899 0.56 0.42 -0.27
C 0.03676 1.65989 -5.67618 0.01 -0.29 0.07
C 2.23834 -1.79221 -4.95934 0.27 -0.14 -0.09
H 2.29190 0.23661 -5.63387 0.00 -0.14 0.01
C 1.73159 -0.98283 -7.29707 0.55 0.00 -0.08
H 1.23185 -1.92961 -7.55339 0.09 0.31 0.11
H 2.79876 -1.09686 -7.53798 -0.16 -0.12 -0.21
H 1.34407 -0.17812 -7.93438 0.03 -0.31 0.18
H 2.21933 -1.57969 -3.88271 0.02 0.06 -0.26
H 3.27226 -1.99064 -5.26555 0.04 -0.01 0.12
H 1.68952 -2.72341 -5.12251 -0.12 0.03 0.03
H 1.01070 2.00645 -5.30169 -0.27 0.04 0.13
C -1.05966 2.46128 -4.96406 -0.02 0.17 0.13
C 0.01993 1.91242 -7.18533 0.15 0.51 -0.12
H 1.04123 1.90541 -7.60860 -0.50 -0.09 0.09
H -0.38507 2.92617 -7.31802 0.12 -0.14 -0.31
H -0.61585 1.22296 -7.75574 0.16 0.18 0.12
H -0.96529 2.40747 -3.87310 -0.04 -0.08 -0.38
H -2.06074 2.12320 -5.23997 0.06 0.03 0.00
H -0.98018 3.51694 -5.25245 -0.03 -0.03 0.04
C -1.21254 -2.43322 -6.10168 -0.50 -0.12 0.38
H -0.69219 -0.71104 -7.27225 -0.32 -0.18 -0.10
C -2.53669 -0.29472 -6.24444 -0.35 -0.39 0.32
H -0.28227 -2.96555 -6.32855 -0.17 0.19 -0.01
H -2.03462 -2.84256 -6.70355 0.26 -0.06 -0.19
H -1.48867 -2.65213 -5.06644 0.18 -0.04 0.01
H -2.88501 -0.27003 -5.20475 0.05 0.20 -0.06
H -3.25068 -0.95244 -6.76017 0.08 0.22 -0.17
H -2.59635 0.71662 -6.66782 0.09 -0.36 0.10
N 0.00128 -0.62761 0.75314 0.84 -1.65 1.13
S -1.06796 -0.61545 1.94182 0.38 0.76 -0.90
C -0.49657 -1.75004 3.22898 -0.37 -0.14 0.59
C -1.42032 -2.58916 3.88539 0.34 0.43 -0.24
C -1.02679 -3.24704 5.05034 0.22 -0.12 0.23
C 0.25639 -3.08638 5.57763 -0.08 0.20 -0.48
C 1.16524 -2.28152 4.89360 0.00 -0.03 -0.23
C 0.80063 -1.62616 3.71796 -0.06 0.04 0.29
C -0.69668 0.91786 2.85945 0.23 0.23 1.12
C 0.18378 1.87131 2.34595 -0.06 -0.33 -0.24
C 0.60303 2.93990 3.14444 -0.45 -0.07 -0.08
C 0.10700 3.06986 4.44462 0.16 0.14 -0.24
C -0.76996 2.11563 4.96046 -0.33 0.09 -0.20
C -1.19270 1.04899 4.16387 0.31 0.24 -0.18
H 0.86068 -1.06338 1.12362 -0.27 0.28 -0.42
H -2.44367 -2.69232 3.51617 0.36 0.08 0.04
H -1.71432 -3.88844 5.59260 -0.11 0.09 -0.21
H 0.54989 -3.57983 6.50518 -0.14 0.12 -0.28
H 2.16780 -2.13976 5.27650 -0.01 -0.03 0.02
H 1.50653 -0.94897 3.23600 -0.16 -0.17 0.07
H 0.51318 1.77432 1.31010 -0.04 -0.03 0.23
H 1.27107 3.68670 2.70356 -0.25 -0.27 0.28
H 0.37151 3.94949 5.03821 0.02 -0.39 -0.11
H -1.16401 2.24386 5.97054 0.11 -0.14 -0.28
H -1.88067 0.30396 4.55538 0.09 0.09 0.05
```
Positions in Å, forces in eV/Å.

Summary:
- Net charge: -1
- Frontier orbital gap: 5.86 eV
- E_HOMO: -3.68 eV

***

| no. | F_max (eV Å⁻¹) |
| --- | --- |
| 1 | 0.35 |
| 2 | 6.89 |
| 3 | 2.17 |